The following is a quantum chemistry calculation of a structure of composition C41H39BrN9O3RbS2, from the OMol25 dataset.

```
96
Properties=species:S:1:pos:R:3:forces:R:3
Rb -0.78124 0.88261 0.90071 0.33 0.45 0.09
C -0.21071 1.63286 4.76538 0.60 -1.12 0.06
N -0.64210 2.92769 4.32972 0.24 1.17 0.84
C 0.44663 3.94432 4.32345 -0.17 -2.94 1.39
C 1.50243 3.50758 3.35305 0.57 1.27 1.62
N 1.21770 2.84263 2.32577 -0.20 -1.44 -3.35
C 2.39395 2.79935 1.53025 -0.97 -0.64 -0.72
C 2.59985 2.22478 0.24271 1.87 1.93 2.57
C 3.87744 2.40459 -0.26453 1.12 -0.58 -0.55
C 4.93667 3.10372 0.37292 -2.15 0.67 2.73
C 4.68276 3.66645 1.68379 -0.70 -1.46 -2.77
C 3.40473 3.47698 2.20889 0.31 -0.39 -0.38
N 2.81563 3.85237 3.39876 1.05 1.03 0.50
C -1.29395 0.58957 4.61904 0.56 1.21 1.84
N -2.16339 0.51923 3.67160 1.37 1.03 -1.49
C -2.82489 -0.63371 3.87984 -2.04 -1.53 0.45
C -3.84020 -1.22743 3.10686 0.46 -0.02 -0.38
C -4.47731 -2.35100 3.64493 1.98 1.32 0.45
C -4.00899 -2.94463 4.83625 -0.87 -0.58 -0.76
C -2.95379 -2.43649 5.51454 0.80 0.74 1.13
C -2.44140 -1.21084 5.09375 0.05 -0.66 -0.22
N -1.44024 -0.39126 5.56648 0.21 0.12 -0.47
H 0.16979 1.67472 5.84441 -0.50 -0.06 -1.39
H 0.59677 1.20940 4.10062 -0.12 0.40 0.76
H -1.13521 2.89337 3.45045 0.07 -0.07 -0.09
H 0.84894 3.96993 5.38956 -0.47 0.48 -1.34
H -0.00945 4.83480 3.98377 -0.15 1.30 0.01
H 1.88142 1.72247 -0.30748 -1.26 -0.93 -0.84
H 4.13514 1.85748 -1.17769 -0.22 0.46 0.02
H 5.90243 3.26437 -0.05945 0.25 -0.18 -0.34
H 5.41716 4.23808 2.16123 1.00 0.67 0.76
H 3.29498 4.40715 4.08871 -0.32 0.00 0.10
H -3.93070 -0.83566 2.06340 -0.67 -0.49 1.07
H -5.24974 -2.80631 3.13648 -1.51 -0.88 -1.16
H -4.44737 -3.87931 5.18859 -0.02 0.26 -0.19
H -2.55041 -2.93993 6.38295 -0.03 0.01 0.09
H -0.99912 -0.39215 6.47011 0.03 -0.16 -0.13
C -3.46192 0.32635 -4.80381 0.45 1.58 0.83
C -2.75296 1.34815 -3.90868 0.21 0.22 -0.63
C -1.71014 2.19891 -4.32875 -0.95 -0.23 -0.84
C -1.13796 3.14213 -3.51910 0.06 -0.26 1.60
C -1.53509 3.07362 -2.17655 -1.16 -1.22 -0.45
Br -0.69833 4.22501 -0.92475 -0.02 -0.12 0.17
N -2.46363 2.20793 -1.73007 0.92 1.54 0.86
C -3.10994 1.41754 -2.57281 0.92 -0.15 -0.96
H -3.95165 -0.34007 -4.10621 -0.51 -0.30 -0.32
H -2.68611 -0.22111 -5.29931 0.13 -0.45 -0.73
H -4.16147 0.84375 -5.49557 0.43 -0.64 0.35
H -1.36718 2.20983 -5.34894 -0.06 -0.36 -0.42
H -0.33627 3.79851 -3.84012 -0.26 -0.04 -0.03
H -3.85724 0.70222 -2.25060 -0.07 0.29 0.71
O 1.00092 0.62793 -1.86541 -0.50 -0.75 -1.23
S 0.66919 0.01093 -3.23241 -0.51 0.36 1.71
C 1.41001 -1.67641 -3.28303 -0.67 -0.49 -0.53
C 2.31798 -1.87523 -2.11941 -0.50 -0.19 2.04
C 1.59117 -2.27556 -0.77259 0.17 -0.02 -1.13
C 2.66025 -2.40684 0.27400 0.53 1.43 1.38
S 2.11167 -2.24862 2.04615 -0.08 -1.44 -0.45
O 1.54827 -0.90173 2.28943 -0.50 0.60 -0.38
C 0.75048 -3.44122 1.88160 -0.48 1.20 0.36
C -0.58145 -3.00441 1.80620 0.65 -1.75 -0.31
C -1.55195 -3.97710 1.65200 -0.46 -0.69 0.43
C -1.26808 -5.34445 1.69159 0.36 0.39 -0.36
C 0.04802 -5.73013 1.81258 1.34 -0.26 0.21
C 1.06699 -4.78141 1.89017 -0.10 0.22 0.09
C 1.63287 0.97782 -4.35850 0.07 -2.36 -2.79
C 2.03983 2.19086 -4.00294 0.81 2.34 -1.33
C 2.59059 3.13609 -4.86555 0.43 -0.72 -0.70
C 2.83177 2.75745 -6.20407 0.75 1.42 1.24
C 2.39057 1.54199 -6.61754 -0.63 -2.17 0.14
C 1.79818 0.63541 -5.71711 -0.51 -0.60 -0.08
H 1.93866 -1.76790 -4.23699 -0.13 0.03 0.05
H 0.57120 -2.43435 -3.25631 0.65 1.07 -0.13
H 2.91697 -1.00745 -1.90038 0.06 0.71 -0.06
H 3.05301 -2.62938 -2.28620 0.42 -0.88 -0.57
H 1.03940 -3.21542 -0.91377 0.09 0.21 0.03
H 0.86417 -1.50858 -0.47672 0.15 -0.13 -0.15
H 3.27457 -1.46520 0.25736 -0.02 -0.95 -0.21
H 3.30449 -3.30609 0.26834 -0.33 0.44 -0.25
H -0.93848 -2.01856 1.73100 0.27 1.18 0.21
H -2.58545 -3.68617 1.57574 -0.20 0.26 -0.14
H -2.03164 -6.09141 1.54736 -0.23 0.03 0.17
H 0.40958 -6.75100 1.89429 -0.60 -0.14 -0.20
H 2.11643 -5.05349 1.97412 -0.17 -0.25 0.05
H 1.85316 2.51703 -3.07060 -0.50 0.90 3.40
H 2.83664 4.09121 -4.40668 0.20 -0.07 -0.51
H 3.46700 3.30451 -6.90349 -0.55 0.42 0.32
H 2.55325 1.25303 -7.65060 -0.08 -0.15 0.12
H 1.42658 -0.35456 -6.05110 0.35 0.76 -0.03
O -1.97920 -1.19356 -0.02307 -0.19 -0.52 -0.41
N -1.98071 -1.89371 -1.07531 0.09 0.29 -0.22
C -3.18065 -2.25731 -1.53868 0.36 0.24 0.00
C -4.30930 -1.91754 -0.76039 -3.76 0.85 2.43
N -5.21155 -1.63655 -0.03626 3.09 -0.95 -2.59
C -3.16483 -2.95651 -2.78664 0.84 -0.37 0.47
N -2.79489 -3.56694 -3.69470 -0.59 0.25 -0.17
```
Positions in Å, forces in eV/Å.

* max |F|: 4.558 eV/Å
* electronic energy: -155069.022 eV
* energy above the lowest of the compared OMol25 structures with the same formula, charge and spin: 42.6 kcal per mole
* frontier orbital gap: 8.16 eV
* E_HOMO: -0.295 Eh

Atomic partial charges in e from the Löwdin method, atoms 1 to 4: number 1, Rb, carries 0.71; number 2, C, carries -0.17; number 3, N, carries -0.06; number 4, C, carries -0.10

The following is a quantum chemistry calculation of a structure of composition C41H39ClF7N4O5SbTi, from the OMol25 dataset.

```
99
Properties=species:S:1:pos:R:3:forces:R:3
Ti -0.40179 -0.23562 -0.31928 0.86 0.70 -1.28
C 2.06826 -2.36236 -1.63410 -0.02 0.19 -0.15
C 1.94461 -0.97794 -2.26347 0.24 -0.26 0.18
N 0.53320 -0.49920 -2.26822 0.60 -0.01 -0.30
C -0.29828 -1.44075 -3.09870 -0.16 -0.20 -0.20
C 0.28896 -1.86838 -4.44099 0.07 0.08 0.10
C 0.44029 0.86779 -2.85495 -0.11 0.34 -0.15
C -0.70453 1.66782 -2.16914 0.63 0.05 -0.48
N -1.53834 0.71845 -1.42812 -0.88 -0.14 0.21
C -2.89991 0.68513 -1.76480 -0.93 -0.07 -0.22
C -3.60538 -0.51492 -1.95135 0.56 0.29 0.02
F -2.94129 -1.66747 -1.75959 -0.12 -0.27 -0.11
C -4.93999 -0.55017 -2.30576 0.04 0.25 -0.04
F -5.54451 -1.72567 -2.43037 0.06 -0.08 -0.02
C -5.63100 0.62215 -2.53395 -0.01 -0.02 0.02
C -4.97087 1.82230 -2.35330 -0.01 -0.13 0.00
F -5.61846 2.96262 -2.53436 0.03 0.12 0.02
C -3.64461 1.85547 -1.95882 0.35 -0.05 0.31
F -3.05290 3.02554 -1.69314 -0.14 0.11 -0.10
H 3.10585 -2.54165 -1.35926 0.00 -0.01 0.04
H 1.76822 -3.15447 -2.31836 -0.09 -0.01 0.04
H 1.45179 -2.42307 -0.73175 0.11 -0.11 0.04
H 2.32936 -0.99372 -3.28511 0.00 0.12 0.05
H 2.55672 -0.27223 -1.69793 -0.11 0.04 -0.08
H -1.23661 -0.93437 -3.30876 -0.05 -0.03 0.21
H -0.51080 -2.32141 -2.49350 -0.07 0.03 0.01
H 0.50717 -1.01905 -5.08739 0.05 0.01 -0.02
H -0.46004 -2.47380 -4.94955 -0.05 0.01 0.01
H 1.18455 -2.47902 -4.35135 0.01 0.01 0.00
H 0.25007 0.79121 -3.92609 0.03 -0.05 0.03
H 1.38411 1.40053 -2.73827 -0.03 -0.13 0.04
H -1.28628 2.19427 -2.92419 -0.02 -0.07 0.09
H -0.29179 2.43349 -1.50325 -0.11 -0.03 -0.14
H -6.66735 0.60415 -2.83917 -0.04 0.01 0.02
F 1.28785 6.14844 4.51008 0.03 0.07 -0.02
C 1.44693 5.22747 3.56091 0.03 -0.25 -0.16
C 2.48259 4.31568 3.67369 0.03 0.09 0.11
C 2.61857 3.33101 2.71094 0.03 0.00 -0.12
C 1.73358 3.27430 1.64160 -0.19 -0.50 -0.31
C 0.69735 4.19652 1.54513 0.07 -0.06 -0.06
C 0.55900 5.18996 2.50108 -0.10 0.15 0.08
Sb 1.87972 1.67281 0.20931 1.77 0.99 -0.19
C 3.69489 0.64590 0.81487 -0.61 0.13 -0.19
C 4.86906 1.34677 1.08745 -0.11 0.10 -0.13
C 6.01263 0.67600 1.48785 0.20 0.06 0.05
C 5.97989 -0.70009 1.62435 -0.26 0.05 -0.07
F 7.06792 -1.34518 2.03760 0.05 0.02 -0.02
C 4.83663 -1.42359 1.34050 0.04 -0.07 -0.04
C 3.70306 -0.74194 0.92838 0.10 0.16 0.14
C 2.72753 2.87841 -1.36661 -0.27 -0.34 0.29
C 2.12299 4.08874 -1.69578 0.03 -0.04 0.04
C 2.66531 4.90425 -2.67425 0.00 0.08 -0.08
C 3.81387 4.48827 -3.32619 -0.14 -0.15 0.08
F 4.33034 5.26111 -4.27994 0.04 0.03 0.01
C 4.42984 3.28632 -3.02464 0.08 0.04 -0.10
C 3.87640 2.48081 -2.04255 -0.02 -0.07 0.09
H 3.16047 4.37772 4.51339 0.00 0.00 0.03
H 3.41138 2.60120 2.80655 -0.02 0.02 0.09
H -0.02024 4.15282 0.73253 -0.02 0.01 0.04
H -0.23137 5.92542 2.44284 -0.03 -0.01 0.01
H 4.90271 2.42380 0.97849 0.04 0.02 0.00
H 6.93149 1.20490 1.69963 0.00 0.04 0.02
H 4.83424 -2.49934 1.44847 0.06 -0.02 0.02
H 2.81318 -1.30905 0.73272 -0.10 -0.14 -0.02
H 1.23561 4.42102 -1.17125 0.01 0.09 -0.01
H 2.21905 5.85521 -2.92857 0.00 0.02 -0.03
H 5.33139 3.00028 -3.54787 0.02 0.01 -0.03
H 4.36337 1.54688 -1.78577 0.06 0.01 -0.04
O -0.80963 -0.75516 3.16178 -0.83 -0.26 0.29
Cl -0.06361 0.07470 2.32183 0.54 -0.53 2.27
O -0.93370 0.73976 1.31258 -1.03 0.60 -0.08
O 0.67228 1.04269 3.00496 0.18 0.38 0.25
O 0.79965 -0.74975 1.48736 0.53 -0.35 -0.42
C -3.56847 -4.97326 2.75759 -0.42 -0.31 0.13
N -2.44004 -4.35427 2.08377 0.14 0.02 -0.03
N -2.46773 -3.08220 1.59065 0.55 0.43 -0.63
C -1.33341 -2.92082 0.81399 -0.13 -1.04 0.42
O -0.98698 -1.85257 0.12792 -1.53 -0.98 0.33
C -0.62695 -4.11928 0.86093 0.07 0.34 -0.19
C -1.34250 -4.98854 1.66005 -0.02 0.12 0.03
C -1.04787 -6.39123 2.03539 -0.12 -0.13 -0.04
C -3.38159 -2.09929 2.09569 0.00 0.42 0.17
C -3.78825 -1.07890 1.25330 0.01 -0.14 -0.05
C -4.53878 -0.02439 1.74698 0.01 -0.02 -0.02
C -4.91016 -0.00137 3.08112 0.02 0.00 -0.05
C -4.53390 -1.04744 3.91102 -0.13 0.06 0.06
C -3.76250 -2.09143 3.43420 0.35 0.05 0.04
H -4.45471 -4.35834 2.63668 0.06 -0.02 -0.02
H -3.36650 -5.11818 3.81857 0.03 0.09 -0.04
H -3.76438 -5.94377 2.30480 0.09 0.04 -0.06
H 0.29768 -4.33982 0.35876 0.03 0.07 -0.02
H -0.02789 -6.64567 1.76239 0.02 0.02 0.02
H -1.71506 -7.07953 1.51262 -0.01 -0.01 0.01
H -1.18153 -6.54212 3.10622 0.05 -0.03 0.00
H -3.51906 -1.11670 0.21585 0.02 -0.02 0.00
H -4.83218 0.77454 1.07865 -0.02 0.01 0.00
H -5.48025 0.82656 3.47797 -0.05 -0.01 -0.01
H -4.83238 -1.03977 4.94982 0.05 -0.02 0.03
H -3.41526 -2.84290 4.12793 0.03 -0.01 -0.02
```
Positions in Å, forces in eV/Å.

* max |F|: 2.395 eV/Å
* electronic energy: -120524.011 eV
* energy above the lowest of the compared OMol25 structures with the same formula, charge and spin: 20.5 kcal per mole
* frontier orbital gap: 6.76 eV
* charge: +2
* E_HOMO: -0.492 Eh

Atomic partial charges in e from the Löwdin method, atoms 1 to 4: number 1, Ti, carries 1.03; number 2, C, carries -0.05; number 3, C, carries -0.22; number 4, N, carries -0.25